1 | Computed, not measured: 3 unconnected molecules or ions with the total composition C3H13NO2S, with ωB97M-V/def2-TZVPD.

XYZ file:
```
20
Properties=species:S:1:pos:R:3
N -0.5581 -1.7379 -1.1746
C 0.2324 -1.7865 0.0432
C 1.6379 -1.2359 -0.1881
C 1.7658 -0.0243 -1.0613
S 0.9519 1.4658 -0.3100
H -0.1149 -2.0663 -2.0199
H -1.4599 -2.1645 -1.0562
H 0.2918 -2.7806 0.4803
H -0.2723 -1.1808 0.8044
H 2.1737 -2.0776 -0.6656
H 2.2040 -1.1698 0.7503
H 2.7952 0.2707 -1.1441
H 1.3174 -0.1345 -2.0430
H 1.9641 1.6911 0.5358
O -0.9905 3.8774 1.3288
H -0.5979 3.2084 1.9018
H -1.8656 3.5210 1.1359
O -3.2327 1.0432 1.1866
H -3.8626 0.4874 0.6878
H -2.3796 0.7934 0.8080
```

**LUMO energy**: 0.6 eV
**E_HOMO**: -9.1 eV
**SMILES string**: NCCCS.O.O


2 | Computed, not measured: 3 unconnected molecules or ions with the total composition C3H13NO2S, with ωB97M-V/def2-TZVPD.

XYZ file:
```
20
Properties=species:S:1:pos:R:3
N -2.3230 -0.0424 1.5210
C -2.6009 -0.8866 0.3481
C -1.2629 -1.1262 -0.4050
C -1.0700 -0.1083 -1.5549
S 0.7346 -0.0269 -1.8781
H -3.1761 0.1311 2.0526
H -2.0363 0.8771 1.2151
H -2.9661 -1.8283 0.7468
H -3.2507 -0.4213 -0.4015
H -0.4610 -1.0794 0.3386
H -1.1286 -2.1458 -0.7752
H -1.4564 0.8344 -1.1834
H -1.4707 -0.5661 -2.4498
H 0.7292 0.0647 -3.2202
O 3.1777 2.4056 1.3302
H 2.8095 1.5069 1.3165
H 3.1514 2.7618 2.2346
O 1.9597 -0.5476 1.7636
H 1.1137 -0.1519 1.5140
H 1.9184 -0.9506 2.6279
```

**LUMO energy**: 0.7 eV
**E_HOMO**: -9.1 eV
**SMILES string**: NCCCS.O.O


3 | Computed, not measured: 3 unconnected molecules or ions with the total composition C3H13NO2S, with ωB97M-V/def2-TZVPD.

XYZ file:
```
20
Properties=species:S:1:pos:R:3
N 0.5415 2.1361 0.0717
C 1.0763 1.2514 -0.9580
C 0.3042 -0.0854 -0.9714
C 1.2314 -1.2875 -1.1124
S 0.6163 -2.8090 -0.3066
H 1.0821 2.9885 0.1728
H 0.5959 1.6760 0.9764
H 1.0017 1.7161 -1.9508
H 2.1453 1.0945 -0.8302
H -0.2109 -0.1331 -0.0073
H -0.3959 -0.1101 -1.7974
H 2.1973 -1.1375 -0.6459
H 1.4536 -1.5192 -2.1534
H 0.0043 -3.3707 -1.3514
O -1.3348 0.8799 2.6940
H -1.6949 1.2801 1.8728
H -1.8396 0.0799 2.8516
O -2.2936 1.9792 0.3207
H -1.4530 2.4569 0.2219
H -2.2524 1.2750 -0.3470
```

**LUMO energy**: 0.8 eV
**E_HOMO**: -9.3 eV
**SMILES string**: NCCCS.O.O


Which of them is most stable? Easy: 3.


1 | Computed, not measured: 3 unconnected molecules or ions with the total composition C3H13NO2S, with ωB97M-V/def2-TZVPD.

XYZ file:
```
20
Properties=species:S:1:pos:R:3
C -0.1631 -1.5239 -2.1559
N -0.3194 -0.9565 -0.7068
C 1.0526 -0.6785 -0.1116
C 1.0635 0.3490 1.0276
S -0.5834 1.1011 1.3307
H 0.9674 -1.4499 -2.2132
H -0.6616 -0.8794 -2.8873
H -0.3463 -2.4629 -2.5427
H -1.0059 -0.2367 -0.5338
H 1.4976 -1.6106 -0.2180
H 1.6744 -0.2701 -0.9825
H 1.4908 -0.0255 1.9405
H 1.7576 1.2054 0.8518
H -0.2788 1.2334 2.6132
O -1.4833 -2.9128 1.0271
H -1.8264 -3.1896 0.1998
H -1.0597 -2.0954 0.6847
O 1.0012 3.3778 -1.4924
H 1.2995 3.4590 -0.5970
H 0.1997 2.7991 -1.4972
```

**LUMO energy**: 0.5 eV
**E_HOMO**: -9.0 eV
**SMILES string**: CNCCS.O.O


2 | Computed, not measured: 3 unconnected molecules or ions with the total composition C3H13NO2S, with ωB97M-V/def2-TZVPD.

XYZ file:
```
20
Properties=species:S:1:pos:R:3
C 1.2552 -1.4607 -1.1832
C 1.3210 -1.9346 0.2562
N 1.5756 -3.3574 0.3232
C -0.0042 -1.5772 1.0248
S -0.0465 -0.5153 2.4842
H 0.2549 -1.3626 -1.6009
H 1.5865 -0.4425 -1.4241
H 1.7258 -2.1380 -1.9054
H 2.1809 -1.4056 0.7093
H 0.8977 -4.0339 0.0060
H 1.8736 -3.5794 1.2630
H -0.3321 -2.5375 1.3964
H -0.7075 -1.3288 0.2021
H -1.0078 0.3737 2.0612
O -2.4534 3.1321 0.7561
H -1.7572 3.4768 0.1800
H -2.2667 3.4670 1.6272
O -1.0600 5.2838 -2.0780
H -1.9039 5.5590 -1.6944
H -1.1319 4.3809 -2.4037
```

**LUMO energy**: 0.4 eV
**E_HOMO**: -8.9 eV
**SMILES string**: C[C@H](N)CS.O.O


Which of them is most stable? Easy: 2.


1 | Computed, not measured: 10 unconnected molecules or ions with the total composition C5H29NO11, with ωB97M-V/def2-TZVPD.

XYZ file:
```
46
Properties=species:S:1:pos:R:3
O -3.4072 2.5224 0.7990
C -2.5671 1.6923 1.0041
C -1.6229 1.7254 2.2109
N -0.2787 1.7781 1.6425
C 0.7243 1.2323 2.6326
C 1.0685 -0.1510 2.0013
C 2.3917 0.1136 1.1492
O 2.9165 -1.0094 0.4111
H -2.3773 0.7971 0.3633
H -1.7037 0.7873 2.8086
H -1.8772 2.6340 2.7691
H -0.0011 2.6825 1.2937
H 0.2118 0.8869 3.5436
H 1.6410 1.7263 2.9108
H 1.4484 -0.7659 2.8433
H 0.2492 -0.6614 1.5006
H 2.0851 0.7348 0.2832
H 3.1061 0.4849 1.8742
H 3.6933 -1.2488 0.9360
O -0.1462 -1.8240 -3.2213
H -1.0340 -2.1870 -3.2758
H 0.2507 -2.0150 -2.3577
O 0.5588 0.7348 -3.5705
H 0.3175 -0.2123 -3.5029
H 1.3709 0.9530 -3.0939
O 0.7178 3.1182 -1.6461
H -0.0408 3.6843 -1.8128
H 0.4453 2.1985 -1.7123
O -1.8603 0.8680 -2.4780
H -0.9314 1.0430 -2.8436
H -2.2929 1.5547 -3.0033
O 2.9850 1.8576 -1.9482
H 3.1917 1.3805 -1.1332
H 2.6210 2.6939 -1.6146
O -1.1690 -3.3850 0.7524
H -2.0697 -3.5397 0.4479
H -0.6935 -3.1760 -0.0625
O 1.2214 -3.0820 -0.9553
H 1.4437 -2.3459 -0.3656
H 1.9122 -3.7397 -0.8435
O -0.7284 -1.8549 3.3317
H -0.8958 -2.3275 2.5018
H -1.4697 -2.1217 3.8906
O -2.9267 -1.7663 -1.4479
H -3.8788 -1.6172 -1.4817
H -2.5996 -0.8542 -1.5308
```

**LUMO energy**: 0.3 eV
**E_HOMO**: -9.1 eV
**SMILES string**: O=CCNCCCO.O.O.O.O.O.O.O.O.O


2 | Computed, not measured: 10 unconnected molecules or ions with the total composition C5H29NO11, with ωB97M-V/def2-TZVPD.

XYZ file:
```
46
Properties=species:S:1:pos:R:3
N -1.5614 -0.3182 0.6957
C -0.4778 -1.2501 1.0947
C -0.3582 -1.5618 2.5845
O -1.1948 -2.6199 3.0105
C 0.8697 -0.5756 0.6482
C 0.9256 -0.4502 -0.8517
C 1.2643 -1.6742 -1.6595
O 0.9476 -1.7583 -2.8186
H -2.0293 -0.6369 -0.1420
H -2.2472 -0.3953 1.4373
H -0.6486 -2.1786 0.5423
H 0.6405 -1.9058 2.8480
H -0.6641 -0.6451 3.1266
H -2.1276 -2.4143 2.8039
H 1.7009 -1.1483 1.0684
H 0.7556 0.3595 1.2035
H 1.6713 0.3069 -1.1368
H -0.0492 -0.1187 -1.2254
H 1.9311 -2.4196 -1.1948
O -1.5086 1.4655 -2.6970
H -0.9551 1.8150 -2.0221
H -1.7764 2.1648 -3.2920
O 1.4498 2.9611 0.5522
H 1.5738 3.7773 1.0503
H 0.4697 2.9106 0.3952
O -2.5396 -3.2574 -0.2556
H -2.5316 -2.3432 -0.5776
H -3.3536 -3.6142 -0.6180
O -0.9868 2.1549 0.1069
H -1.6533 2.4829 0.7099
H -0.5549 1.3828 0.5151
O 3.0192 4.3706 -1.0731
H 3.2583 4.2304 -1.9908
H 2.2180 3.8419 -0.9071
O -3.5347 -1.3872 3.0488
H -3.9382 -0.6055 2.6746
H -4.2077 -2.0585 3.1949
O 3.8001 1.5438 0.2189
H 3.9662 2.4103 -0.1613
H 2.8549 1.4407 0.3741
O -2.5467 -1.0945 -2.1737
H -2.5518 -0.1237 -2.2995
H -1.9603 -1.2991 -2.9165
O 4.0121 -0.8842 -1.2515
H 4.6418 -0.7825 -1.9650
H 3.9868 -0.0980 -0.6750
```

**LUMO energy**: -0.1 eV
**E_HOMO**: -9.3 eV
**SMILES string**: N[C@H](CO)CCC=O.O.O.O.O.O.O.O.O.O


Which of them is most stable? Easy: 2.


1 | Computed, not measured: a gas-phase ion, C6H11N2 (charge +1), with ωB97M-V/def2-TZVPD.

XYZ file:
```
19
Properties=species:S:1:pos:R:3
C -2.9355 -0.0044 -0.3754
N -1.8992 0.1548 0.2864
C -0.6376 0.3999 0.1017
N 0.1043 1.4053 0.5647
C 1.5089 1.1581 0.3414
C 1.4316 0.2576 -0.8776
C 0.2426 -0.6005 -0.5168
C 0.4901 -1.7080 0.6272
H -3.7287 -0.4571 0.1538
H -3.0366 0.5717 -1.3312
H -0.2456 2.2524 1.0118
H 1.6467 0.3657 1.1770
H 2.0364 2.1323 0.3467
H 1.1165 0.9052 -1.6963
H 2.3435 -0.2421 -1.1290
H -0.1202 -0.9979 -1.4400
H 0.9838 -1.0841 1.3935
H 1.1974 -2.5523 0.3284
H -0.4982 -1.9567 1.0337
```

**LUMO energy**: -4.2 eV
**E_HOMO**: -14.4 eV
**Net charge**: +1
**SMILES string**: C=NC1=[NH+]CC[C@H]1C


2 | Computed, not measured: a gas-phase ion, C6H11N2 (charge +1), with ωB97M-V/def2-TZVPD.

XYZ file:
```
19
Properties=species:S:1:pos:R:3
C 0.0481 -1.4162 1.9898
C -0.2317 -1.9653 0.5924
C -0.9521 -0.9343 -0.2885
C -0.1515 0.2995 -0.6342
N 1.0319 0.5315 -0.1931
C 1.3373 1.9749 -0.6941
N 0.0501 2.4306 -1.1815
C -0.7563 1.4191 -1.2748
H -0.8757 -1.1366 2.5088
H 0.6121 -2.0488 2.6773
H 0.6422 -0.5091 1.8913
H 0.7551 -2.2184 0.1870
H -0.7727 -2.9099 0.5840
H -1.1768 -1.4548 -1.2235
H -1.8994 -0.6404 0.1671
H 1.6941 2.2762 0.2924
H 2.0801 1.8021 -1.4723
H 0.1920 3.0075 -2.0123
H -1.6268 1.4924 -1.9159
```

**LUMO energy**: -6.3 eV
**E_HOMO**: -14.9 eV
**Net charge**: +1
**SMILES string**: CCCC1=NC[NH+]=C1


Which of them is most stable? Easy: 1.


1 | Computed, not measured: 2 unconnected molecules or ions with the total composition C6H11N2, with ωB97M-V/def2-TZVPD.

XYZ file:
```
19
Properties=species:S:1:pos:R:3
C 2.1788 0.5267 -1.3913
C -2.0069 0.1008 1.6136
C -1.6586 1.5571 1.4835
C 2.5418 0.4191 -0.1831
C 1.0777 -1.5986 -0.8151
C -1.0031 0.4326 -0.6660
N -1.4388 0.7214 0.4899
N 1.1382 -0.1561 -0.5848
H 2.3025 1.0887 -2.3895
H -1.3415 -0.5261 2.2143
H -2.9657 -0.4552 1.6418
H -2.2412 2.4755 1.6254
H -0.7081 1.6865 2.1153
H 3.1343 0.0148 0.5479
H 1.4976 -1.8982 -1.7803
H 0.0386 -2.0215 -0.8152
H 1.7076 -2.0208 -0.1457
H -1.2866 -0.5422 -1.0919
H -0.7520 1.2495 -1.3665
```

**LUMO energy**: -3.5 eV
**E_HOMO**: -12.9 eV
**Net charge**: +1


2 | Computed, not measured: a molecular structure, C6H11N2, with ωB97M-V/def2-TZVPD.

XYZ file:
```
19
Properties=species:S:1:pos:R:3
C -2.6383 0.1603 0.4322
C 0.2664 -0.0676 0.3058
C -0.7625 -0.9226 -0.4565
C -0.5276 0.5176 -0.7928
C 2.7320 0.5118 0.2201
C 1.6804 -0.5708 -0.0245
N -1.9991 -0.9856 0.2668
N -2.2569 1.2325 -0.2143
H -3.5625 0.0342 1.0080
H -0.0724 0.3078 1.2323
H -0.6447 -1.8202 -1.1386
H -0.2611 0.9750 -1.6626
H 2.4742 1.5907 -0.0356
H 3.5447 0.3565 -0.3762
H 3.0355 0.3883 1.1746
H 1.9832 -1.3956 0.4871
H 1.7878 -0.7348 -1.0154
H -2.4794 -1.8032 0.5436
H -2.2996 2.2256 0.0458
```

**LUMO energy**: -3.9 eV
**E_HOMO**: -14.1 eV
**Net charge**: +1


3 | Computed, not measured: a molecular structure, C6H11N2, with ωB97M-V/def2-TZVPD.

XYZ file:
```
19
Properties=species:S:1:pos:R:3
C 1.7968 0.0487 -1.4066
C 2.0114 0.2070 0.0904
C 0.9114 -0.5642 0.9319
C -0.5819 -0.1868 0.5698
C -1.4151 0.7888 1.2056
N -2.7269 0.5318 0.6233
C -2.1404 -0.0993 -0.6740
N -1.0482 -0.9053 -0.5255
H 2.6051 0.4787 -1.9814
H 1.9818 -1.0597 -1.6995
H 0.7747 0.3792 -1.7006
H 2.9705 -0.1633 0.4069
H 2.0573 1.2325 0.4666
H 1.0278 -1.6839 0.6935
H 1.2095 -0.3314 1.9315
H -1.4254 1.1306 2.2314
H -3.2186 -0.1802 1.1373
H -1.7813 0.8368 -1.1125
H -3.0084 -0.4599 -1.1881
```

**LUMO energy**: -8.2 eV
**E_HOMO**: -15.0 eV
**Net charge**: +1


Which of them is most stable? Easy: 2.


1 | Computed, not measured: C4H13N2S in the gas phase, with ωB97M-V/def2-TZVPD.

XYZ file:
```
20
Properties=species:S:1:pos:R:3
C -1.9275 -1.2834 0.4164
N -1.2462 -0.3522 -0.5719
C -0.5820 0.8328 0.0335
C 0.8215 1.1915 -0.7015
S 1.9554 2.4949 0.1828
C -0.9675 -2.2946 0.9192
N -0.1591 -2.6846 -0.3095
H -2.2988 -0.5413 1.1492
H -2.6549 -2.0031 -0.0275
H -1.8578 -0.0060 -1.2243
H -1.2128 1.7598 0.2714
H -0.1498 0.6314 1.0565
H 0.4588 1.5161 -1.7447
H 1.3733 0.2698 -0.9502
H 2.9766 1.7758 -0.4735
H -0.2790 -1.9584 1.7818
H -1.3825 -3.1460 1.4412
H 0.6694 -3.2555 -0.0417
H -0.6337 -3.2814 -0.9332
H -0.5248 -1.0986 -1.0647
```

**⟨S²⟩**: 0.751
**LUMO energy (spin up / spin down)**: 0.8 / 0.6 eV
**E_HOMO (spin up / spin down)**: -2.8 / -9.3 eV
**Spin multiplicity**: 2


2 | Computed, not measured: 2 unconnected molecules or ions with the total composition C4H13N2S, with ωB97M-V/def2-TZVPD.

XYZ file:
```
20
Properties=species:S:1:pos:R:3
C 1.6938 0.5457 -1.8184
C 2.0290 0.6372 -0.3302
S 1.5694 -0.7766 0.6585
N 0.2782 0.2852 -2.0272
H 2.3450 -0.2083 -2.2748
H 1.9631 1.5091 -2.2502
H 1.5536 1.5222 0.1047
H 3.0978 0.8104 -0.1963
H 0.0100 -0.4844 -1.4208
H 0.1034 -0.0077 -2.9790
C -2.9861 -0.0149 0.0844
C -2.1416 -0.4803 1.2618
N -1.3199 0.6283 1.7613
H -2.3489 0.3850 -0.7080
H -3.5585 -0.8474 -0.3213
H -3.6641 0.7831 0.3881
H -2.7886 -0.8274 2.0631
H -1.5428 -1.3455 0.9513
H -0.8768 0.3689 2.6357
H -0.5349 0.7554 1.1234
```

**⟨S²⟩**: 0.753
**LUMO energy (spin up / spin down)**: 0.9 / -2.1 eV
**E_HOMO (spin up / spin down)**: -9.3 / -9.1 eV
**Spin multiplicity**: 2


Which of them is most stable? Easy: 2.


1 | Computed, not measured: a gas-phase ion, C2H3Br2O2Si (charge -1), with ωB97M-V/def2-TZVPD.

XYZ file:
```
10
Properties=species:S:1:pos:R:3
C -0.2134 0.2008 0.1951
Si 0.4844 1.9009 0.7385
Br -1.7901 2.2183 2.2780
Br 1.8229 1.3073 2.6085
C 1.7738 2.7663 -0.7769
O 1.5017 3.8300 -1.1788
O 2.6189 1.9270 -0.8058
H -1.1464 -0.2017 0.4216
H -0.3089 0.3346 -0.9042
H 0.7150 -0.3820 0.3381
```

**LUMO energy**: 3.1 eV
**E_HOMO**: -4.9 eV
**Net charge**: -1
**SMILES string**: C[Si](Br)(Br)C(=O)[O-]


2 | Computed, not measured: 2 unconnected molecules or ions with the total composition C2H3Br2O2Si, with ωB97M-V/def2-TZVPD.

XYZ file:
```
10
Properties=species:S:1:pos:R:3
C 1.3019 1.9136 -1.8193
C -0.4775 -1.2171 0.1307
O 0.7006 1.5482 -2.7531
O 2.0482 2.4001 -1.0943
Si -1.6154 -0.8566 1.6710
Br 0.0959 -1.2626 3.3854
Br -1.2094 1.5603 1.3558
H -0.3434 -2.3231 0.0060
H -1.0558 -0.8779 -0.9373
H 0.5549 -0.8849 0.0552
```

**LUMO energy**: 2.9 eV
**E_HOMO**: -3.9 eV
**Net charge**: -1


Which of them is most stable? Easy: 2.


1 | Computed, not measured: a gas-phase ion, C4H5O2 (charge +1), with ωB97M-V/def2-TZVPD.

XYZ file:
```
11
Properties=species:S:1:pos:R:3
C 1.4096 -0.0517 0.1081
C 1.7656 -1.2046 0.2451
C -1.6270 0.0817 0.3562
C 0.4061 1.0033 -0.2821
O -0.8289 1.0626 0.3529
O -1.3743 -1.0650 -0.1983
H -0.5924 -0.9180 -0.6969
H 2.3729 -1.9864 0.7147
H -2.5640 0.1293 0.9083
H 0.7807 1.9286 -0.1329
H 0.2517 1.0202 -1.3751
```

**⟨S²⟩**: 2.004
**LUMO energy (spin up / spin down)**: -5.4 / -7.9 eV
**E_HOMO (spin up / spin down)**: -10.9 / -15.9 eV
**Net charge**: +1
**Spin multiplicity**: 3


2 | Computed, not measured: 2 unconnected molecules or ions with the total composition C4H5O2, with ωB97M-V/def2-TZVPD.

XYZ file:
```
11
Properties=species:S:1:pos:R:3
C -2.0016 -1.0672 0.7135
C 2.2359 0.1916 -1.0020
C -0.8352 -0.4515 0.7576
C 0.3526 -0.8981 1.1842
O 1.3309 -1.2417 1.6352
O 1.2022 0.6478 -0.6367
H -2.9537 -0.6271 0.2384
H -2.2957 -2.1403 1.1172
H 2.7405 -0.5057 -0.3039
H 2.6507 0.4223 -1.9630
H -0.7537 0.5648 0.1206
```

**⟨S²⟩**: 2.018
**LUMO energy (spin up / spin down)**: -6.7 / -10.3 eV
**E_HOMO (spin up / spin down)**: -11.0 / -15.1 eV
**Net charge**: +1
**Spin multiplicity**: 3


Which of them is most stable? Easy: 2.